No. 1
ORCA calculation (ωB97M-V/def2-TZVPD) on a structure of composition C2HLiO2V at a distorted geometry.

```
! wB97M-V def2-TZVPD RIJCOSX def2/J DEFGRID3
* xyz 2 4
O -2.1907 -0.3222 -2.1734
C -2.4171 0.3472 0.2642
C -2.3121 0.0152 -1.0553
V -0.4796 1.0071 2.0686
H -3.0677 1.1146 0.6571
O -1.4389 -0.0542 1.0471
Li -0.5530 -0.9279 -0.3338
*
```

Values from the calculation:
- Total energy: -32055.9198 eV
- Lowest unoccupied orbital energy (spin up / spin down): -11.0474 / -10.8188 eV
- Kohn-Sham gap (spin up / spin down): 6.9 / 7.2 eV

***

No. 2
ORCA calculation (ωB97M-V/def2-TZVPD) on a cluster of 2 separate species, C2HN2O2 in total at a distorted geometry.

```
! wB97M-V def2-TZVPD RIJCOSX def2/J DEFGRID3
* xyz -1 1
O 0.5335 3.0912 -0.5655
N -0.4565 0.9445 -0.5242
H -0.8836 -0.9436 0.6168
C 0.0946 1.9884 -0.5600
N -0.0397 -1.5084 0.4077
C 0.7969 -0.9059 -0.3393
O -0.0452 -2.6661 0.9644
*
```

Values from the calculation:
- Total energy: -9162.0843 eV
- Lowest unoccupied orbital energy: 3.9509 eV
- Kohn-Sham gap: 8.6 eV

***

No. 3
ORCA calculation (ωB97M-V/def2-TZVPD) on the ion C2HN2O3 with charge -1 at a distorted geometry.

```
! wB97M-V def2-TZVPD RIJCOSX def2/J DEFGRID3
* xyz -1 1
N -0.5262 -1.5161 -0.0355
N 1.9960 -0.7119 0.0107
C -1.3382 0.6387 -0.0171
O 0.0917 0.8575 -0.0266
H 2.6315 0.0447 0.2665
O -2.0838 1.6052 -0.0376
C 0.8062 -0.3058 -0.1326
O -1.5772 -0.6122 -0.0278
*
```

Values from the calculation:
- Total energy: -11210.6819 eV
- SMILES: [H]/N=c1/[n-]oc(=O)o1
- Lowest unoccupied orbital energy: 4.1749 eV
- Kohn-Sham gap: 6.7 eV

***

No. 4
ORCA calculation (ωB97M-V/def2-TZVPD) on a cluster of 2 separate species, C2HN2OS in total at a distorted geometry.

```
! wB97M-V def2-TZVPD RIJCOSX def2/J DEFGRID3
* xyz -1 1
C 1.3211 -0.9972 -0.0220
N 1.0014 1.9887 -1.1487
N 1.2595 1.8305 -0.0673
S 2.7860 -1.5056 -0.0207
C 0.1179 -1.0303 -0.5940
H -0.1599 -2.2193 -0.3538
O -0.7414 -0.2671 -1.0394
*
```

Values from the calculation:
- Total energy: -17952.6060 eV
- Lowest unoccupied orbital energy: 3.7880 eV
- Kohn-Sham gap: 5.8 eV

***

No. 5
ORCA calculation (ωB97M-V/def2-TZVPD) on the molecule C2HN2PS.

```
! wB97M-V def2-TZVPD RIJCOSX def2/J DEFGRID3
* xyz 0 1
C 0.8210 1.2873 0.1302
C 0.8337 -1.2813 0.1313
N 1.4654 2.1514 -0.2536
S -1.6888 -0.0114 -0.7110
N 1.4868 -2.1411 -0.2480
H -2.7013 -0.0029 0.1581
P -0.2168 -0.0020 0.7930
*
```

Values from the calculation:
- Total energy: -25193.4114 eV
- SMILES: N#CP(S)C#N
- Lowest unoccupied orbital energy: -0.5608 eV
- Kohn-Sham gap: 10.5 eV

***

No. 6
ORCA calculation (ωB97M-V/def2-TZVPD) on a cluster of 2 separate species, C2HN3O2 in total at a distorted geometry.

```
! wB97M-V def2-TZVPD RIJCOSX def2/J DEFGRID3
* xyz 0 1
N 0.1025 1.4115 0.8037
N -0.5455 -2.3151 -0.1811
H 0.2203 2.2009 -1.1337
C 0.1862 0.3666 1.4836
O 0.0227 0.2573 -1.2626
O 0.2206 -0.5168 2.2182
N -0.3005 -2.6805 -1.2889
C 0.0938 1.2761 -0.6393
*
```

Values from the calculation:
- Total energy: -10655.2535 eV
- SMILES: O=C=NC=O.N#N
- Lowest unoccupied orbital energy: 0.5381 eV
- Kohn-Sham gap: 11.6 eV

***

No. 7
ORCA calculation (ωB97M-V/def2-TZVPD) on the molecule C2HN5O at a distorted geometry.

```
! wB97M-V def2-TZVPD RIJCOSX def2/J DEFGRID3
* xyz 0 1
N 1.3812 -0.7465 0.2778
N -0.5888 -1.1384 -0.7950
C -1.2824 -0.3323 -0.1749
N 0.6748 -1.2571 -0.6010
N -1.1119 1.1092 -0.7015
N 0.1215 1.3309 -0.2957
C 1.1272 0.5557 0.3866
O -1.9392 -0.6060 0.8274
H 1.6175 1.0846 1.0763
*
```

Values from the calculation:
- Total energy: -11580.9706 eV
- SMILES: O=c1nncnnn1
- Lowest unoccupied orbital energy: -2.3019 eV
- Kohn-Sham gap: 8.2 eV

***

No. 8
ORCA calculation (ωB97M-V/def2-TZVPD) on the molecule C2HN5O2 at a distorted geometry.

```
! wB97M-V def2-TZVPD RIJCOSX def2/J DEFGRID3
* xyz 0 1
N -1.3244 -0.9286 -0.8662
N -0.3805 -1.4777 -0.3987
N 2.2443 0.1377 -0.1368
N -0.8531 1.4691 -0.4190
C 1.0667 0.2453 0.1784
O 0.4052 -0.7609 0.8186
H 2.4150 -0.6681 0.4122
N 0.4320 1.4076 -0.2073
C -1.6539 0.2689 -0.1989
O -2.3514 0.3066 0.8177
*
```

Values from the calculation:
- Total energy: -13629.1159 eV
- SMILES: [H]/N=c1/nnc(=O)nno1
- Lowest unoccupied orbital energy: -2.1025 eV
- Kohn-Sham gap: 8.8 eV

***

No. 9
ORCA calculation (ωB97M-V/def2-TZVPD) on a cluster of 2 separate species, C2HNO in total at a distorted geometry.

```
! wB97M-V def2-TZVPD RIJCOSX def2/J DEFGRID3
* xyz 0 1
C -2.3622 -0.7542 0.9158
N 1.2495 0.7829 0.6296
C 1.6702 0.2598 -0.3023
O -2.5030 -0.1137 0.0142
H 1.9456 -0.1748 -1.2573
*
```

Values from the calculation:
- Total energy: -5626.5366 eV
- Lowest unoccupied orbital energy: 0.9738 eV
- Kohn-Sham gap: 13.8 eV

***

No. 10
ORCA calculation (ωB97M-V/def2-TZVPD) on a cluster of 2 separate species, C2HNO2S in total at a distorted geometry.

```
! wB97M-V def2-TZVPD RIJCOSX def2/J DEFGRID3
* xyz 0 1
C 1.1433 1.2986 0.1537
H -1.4299 -0.2063 -0.2187
C -1.7582 -0.4547 -1.1967
S 1.3769 0.2959 1.6875
N -1.6177 -0.6723 -2.3076
O 0.2795 -0.6320 1.7823
O 2.0061 0.3708 0.0995
*
```

Values from the calculation:
- Total energy: -18505.4693 eV
- SMILES: O=S1#CO1.C#N
- Lowest unoccupied orbital energy: -0.8273 eV
- Kohn-Sham gap: 9.3 eV

***

No. 11
ORCA calculation (ωB97M-V/def2-TZVPD) on a cluster of 2 separate species, C2HNO2S in total at a distorted geometry.

```
! wB97M-V def2-TZVPD RIJCOSX def2/J DEFGRID3
* xyz 0 1
S -0.7794 1.4870 -2.4311
O -0.8544 -1.1586 2.2604
N -0.0597 0.3379 -1.6271
C -0.4062 -0.1746 1.9314
C 0.5745 -0.4371 -1.0427
H 1.4183 -0.8853 -0.7471
O 0.1069 0.8307 1.6561
*
```

Values from the calculation:
- Total energy: -18508.9379 eV
- SMILES: C#[N+][S-].O=C=O
- Lowest unoccupied orbital energy: 0.1910 eV
- Kohn-Sham gap: 9.0 eV

***

No. 12
ORCA calculation (ωB97M-V/def2-TZVPD) on a cluster of 2 separate species, C2HNO3 in total at a distorted geometry.

```
! wB97M-V def2-TZVPD RIJCOSX def2/J DEFGRID3
* xyz 0 1
N -1.1647 1.0148 -0.4340
C -0.1199 0.7730 0.4087
O 0.6731 1.1972 1.1496
O 2.0220 -1.6577 -0.7678
C 1.2026 -2.0170 -0.0812
O -0.5045 -0.3151 -0.2273
H -2.1086 1.0049 -0.0479
*
```

Values from the calculation:
- Total energy: -9719.4580 eV
- Lowest unoccupied orbital energy: 0.5832 eV
- Kohn-Sham gap: 11.8 eV

***

No. 13
ORCA calculation (ωB97M-V/def2-TZVPD) on the molecule C2HNO3 at a distorted geometry.

```
! wB97M-V def2-TZVPD RIJCOSX def2/J DEFGRID3
* xyz 0 1
H 0.3437 1.3237 -0.2226
C -0.7559 0.0782 -1.9313
N 0.5439 -0.5204 0.9402
O 0.7940 0.4426 1.6155
O 0.6222 -1.7017 1.0256
O -1.4427 0.0937 -0.9104
C -0.1052 0.2839 -0.5170
*
```

Values from the calculation:
- Total energy: -9714.3026 eV
- Lowest unoccupied orbital energy: -0.1999 eV
- Kohn-Sham gap: 10.3 eV

***

No. 14
ORCA calculation (ωB97M-V/def2-TZVPD) on the molecule C2HNO3S at a distorted geometry.

```
! wB97M-V def2-TZVPD RIJCOSX def2/J DEFGRID3
* xyz 0 1
O 0.0163 1.2619 -0.4293
O 2.4721 0.1461 -0.3058
S -1.2729 -1.1554 -0.0707
C -2.4895 -0.0672 0.3064
N -3.3683 0.6146 0.5767
C 0.2128 0.1260 -0.2165
O 1.2776 -0.6043 -0.0671
H 3.1519 -0.3217 0.2064
*
```

Values from the calculation:
- Total energy: -20554.2484 eV
- SMILES: N#CSC(=O)OO
- Lowest unoccupied orbital energy: -0.2812 eV
- Kohn-Sham gap: 10.1 eV

***

No. 15
ORCA calculation (ωB97M-V/def2-TZVPD) on a cluster of 2 separate species, C2HNO3S in total at a distorted geometry.

```
! wB97M-V def2-TZVPD RIJCOSX def2/J DEFGRID3
* xyz 0 1
N 0.2411 -0.6399 1.4820
C 0.7841 0.9146 -1.6990
O -1.0363 -1.3109 -0.4453
C -0.7813 -0.9317 0.6174
H 0.8219 0.1979 1.5033
O 0.6045 0.6249 -2.8138
S -1.4678 -0.3321 2.0689
O 0.8337 1.4772 -0.7135
*
```

Values from the calculation:
- Total energy: -20556.7865 eV
- SMILES: O=C1NS1.O=C=O
- Lowest unoccupied orbital energy: -0.1959 eV
- Kohn-Sham gap: 9.4 eV

***

No. 16
ORCA calculation (ωB97M-V/def2-TZVPD) on the molecule C2HNO4 at a distorted geometry.

```
! wB97M-V def2-TZVPD RIJCOSX def2/J DEFGRID3
* xyz 0 1
O 2.3354 -0.7112 0.2112
C 1.1659 -0.3124 -0.1326
N -0.5755 0.8209 -0.1141
O -2.0652 -0.7151 0.1020
O 0.1008 -1.1712 -0.3894
C -0.9698 -0.3721 0.0269
O 0.7774 0.9378 -0.2053
H -0.7691 1.5233 0.5014
*
```

Values from the calculation:
- Total energy: -11767.6699 eV
- SMILES: O=c1[nH]oc(=O)o1
- Lowest unoccupied orbital energy: 0.2452 eV
- Kohn-Sham gap: 11.6 eV

***

No. 17
ORCA calculation (ωB97M-V/def2-TZVPD) on a cluster of 2 separate species, C2HNOS2 in total at a distorted geometry.

```
! wB97M-V def2-TZVPD RIJCOSX def2/J DEFGRID3
* xyz 0 1
S -1.8163 0.2566 -1.2669
H 2.5193 -1.1765 1.0554
C -2.7380 -0.3238 -0.1741
O -3.2879 -0.8849 0.6540
S 1.3475 1.8053 -0.8429
C 2.2198 -0.3371 0.4878
N 1.7556 0.6605 0.0868
*
```

Values from the calculation:
- Total energy: -27296.2470 eV
- SMILES: C#[N+][S-].O=C=S
- Lowest unoccupied orbital energy: 0.3929 eV
- Kohn-Sham gap: 9.1 eV

***

No. 18
ORCA calculation (ωB97M-V/def2-TZVPD) on the molecule C2HNS at a distorted geometry.

```
! wB97M-V def2-TZVPD RIJCOSX def2/J DEFGRID3
* xyz 0 1
C -1.1477 0.0661 -0.0179
H 0.2171 1.7556 0.1687
N -2.2598 -0.3270 0.0186
S 1.3694 -0.2510 0.0075
C 0.0963 0.6921 -0.0520
*
```

Values from the calculation:
- Total energy: -14413.7179 eV
- SMILES: N#CC=S
- Lowest unoccupied orbital energy: -1.8010 eV
- Kohn-Sham gap: 8.1 eV